No. 1
ORCA calculation (ωB97M-V/def2-TZVPD) on a 9-piece molecular cluster, C42H79ClF3NO35PS8 overall at a distorted geometry.

Geometry (Å):
C 4.91115 1.98550 3.81794
C 3.96665 2.24218 2.90948
C 3.94768 1.62575 1.56484
O 4.03686 2.22054 0.51563
O 3.76431 0.28488 1.61925
C 2.88277 -0.22776 0.60658
C 2.56566 -1.68655 0.84856
C 1.65941 -2.20381 -0.27566
C 0.15838 -2.09360 0.03312
C -0.62565 -1.14790 -0.87238
C -2.12893 -1.23240 -0.59777
C -2.43837 -0.65672 0.80990
C -3.33017 0.59897 0.84163
Cl -2.34222 2.01091 1.33904
C -4.65194 0.55139 1.62328
C -5.05766 -0.70669 2.40168
O -4.89291 -0.48467 3.78340
C -6.09555 -0.22937 4.52422
C -5.88577 -0.56708 5.98863
C -6.35052 -1.96664 6.41256
C -4.32863 -1.98758 2.00725
C -4.85537 -2.58453 0.61851
C -5.98720 -3.63040 0.69559
C -5.31943 -1.59849 -0.48404
C -6.77218 -1.08176 -0.44360
C -4.54525 -3.09795 3.10796
F -5.83785 -3.25625 3.29421
F -4.04596 -4.25124 2.63014
F -4.02518 -2.94318 4.26990
N -2.80259 -1.74625 1.84824
P -1.70522 -1.65706 3.35204
C -0.58516 -3.09646 3.28365
C 0.10591 -3.19773 4.64475
C -0.96694 -0.02802 3.68793
C -1.84578 0.87222 4.54059
H 4.81861 2.32370 4.84191
H 5.79830 1.42180 3.55401
H 3.18617 2.97398 3.09375
H 3.36518 -0.12004 -0.36814
H 1.97678 0.38913 0.59761
H 2.09417 -1.81764 1.82662
H 3.50285 -2.24579 0.84406
H 1.92809 -3.22201 -0.53869
H 1.85361 -1.59518 -1.16538
H 0.06774 -1.74378 1.06790
H -0.29529 -3.09032 -0.01854
H -0.43586 -1.40313 -1.91549
H -0.28379 -0.12868 -0.66555
H -2.68230 -0.69170 -1.36423
H -2.41290 -2.28292 -0.67125
H -1.46605 -0.31940 1.15853
H -3.56637 0.84104 -0.19166
H -4.65739 1.36202 2.35168
H -5.44458 0.78542 0.91809
H -6.11346 -0.90169 2.19595
H -6.33147 0.83412 4.41660
H -6.90768 -0.82012 4.09133
H -4.81069 -0.47532 6.16804
H -6.37740 0.19011 6.59820
H -7.07207 -2.38319 5.70744
H -5.51958 -2.66826 6.48035
H -6.84107 -1.93851 7.38536
H -4.02085 -3.13934 0.18449
H -5.65078 -4.59323 1.06544
H -6.86588 -3.29898 1.23588
H -6.31540 -3.81307 -0.33079
H -4.64336 -0.77221 -0.64383
H -5.22586 -2.19165 -1.39741
H -7.32763 -1.43443 -1.31194
H -7.33441 -1.39086 0.43464
H -6.81568 0.00684 -0.48582
H -2.46660 -2.60558 1.40469
H 0.18084 -3.03622 2.50438
H -1.19350 -3.98096 3.08064
H 0.57383 -4.17780 4.72748
H -0.59216 -3.06262 5.47129
H 0.90147 -2.45626 4.73418
H -0.58174 0.49917 2.80792
H -0.06488 -0.31577 4.24351
H -1.22390 1.65366 4.97908
H -2.29993 0.30098 5.35176
H -2.65024 1.33090 3.97162
C 2.34309 -2.77529 -4.63836
C 1.93452 -3.95683 -5.49337
O 1.29885 -4.84966 -4.54246
S 0.53994 -4.01352 -3.44482
O -0.84703 -3.91192 -3.72944
O 0.96016 -4.48652 -2.16858
O 1.21968 -2.61353 -3.73096
H 3.23610 -2.99426 -4.05087
H 2.49432 -1.85815 -5.19498
H 2.77598 -4.47296 -5.94224
H 1.21300 -3.68252 -6.26213
C 2.96295 2.19130 -4.57199
C 4.28695 1.73402 -3.99347
O 4.60000 0.56066 -4.78079
S 4.08753 0.75258 -6.26996
O 5.12976 1.19839 -7.11769
O 3.34494 -0.41320 -6.61560
O 3.10825 1.97135 -5.98714
H 2.12634 1.58917 -4.21101
H 2.76310 3.24367 -4.39532
H 4.22654 1.45343 -2.94588
H 5.07399 2.47140 -4.12678
C 9.58039 5.01780 -3.59826
C 9.18962 3.86552 -4.50180
O 8.43139 2.99330 -3.63432
S 7.63161 3.85219 -2.57302
O 6.28452 4.03677 -3.00082
O 7.87506 3.31940 -1.28054
O 8.40440 5.21523 -2.78066
H 10.41683 4.76489 -2.94674
H 9.79516 5.93391 -4.14111
H 10.04116 3.31968 -4.89441
H 8.54830 4.19372 -5.32018
C -4.46706 5.27092 -0.42859
C -5.28098 4.22410 0.30602
O -6.63525 4.59142 0.04131
S -6.75879 5.20610 -1.43291
O -7.16062 4.19128 -2.33856
O -7.45691 6.43252 -1.34285
O -5.19690 5.46393 -1.64692
H -4.42700 6.21203 0.12132
H -3.46041 4.94131 -0.66888
H -5.11445 4.22903 1.37966
H -5.10162 3.22200 -0.09455
C -7.76227 -6.31345 3.26072
C -8.69850 -7.28100 3.95857
O -10.00033 -6.80125 3.59253
S -9.98286 -6.21042 2.11566
O -10.41727 -7.18492 1.18472
O -10.55784 -4.91491 2.14487
O -8.39051 -6.08186 1.99094
H -7.69596 -5.36304 3.79416
H -6.76645 -6.71743 3.10050
H -8.61220 -7.25647 5.04040
H -8.57566 -8.30305 3.59765
C 7.22940 7.36709 -8.87778
C 6.80163 6.88150 -7.50623
O 7.93432 6.11714 -7.05547
S 9.28810 6.76974 -7.60228
O 9.85130 7.59370 -6.59264
O 10.05351 5.73899 -8.20270
O 8.62077 7.69073 -8.70673
H 7.14056 6.58645 -9.63376
H 6.70151 8.25905 -9.20018
H 5.93101 6.23366 -7.53259
H 6.63349 7.70771 -6.81417
C 4.67386 5.52304 0.96640
C 6.02410 5.82479 1.58233
O 6.09997 7.26035 1.53461
S 4.65824 7.89734 1.75062
O 4.47402 8.25767 3.11067
O 4.42599 8.83724 0.71533
O 3.82338 6.56381 1.48035
H 4.69984 5.58822 -0.12096
H 4.27685 4.55711 1.26167
H 6.85180 5.40494 1.02163
H 6.07810 5.50331 2.62441
C 3.19533 -6.03710 0.10434
C 2.47476 -6.65273 1.28752
O 3.41556 -6.52811 2.36639
S 4.26937 -5.19379 2.20401
O 3.69454 -4.15822 2.99068
O 5.64254 -5.51723 2.30423
O 3.88078 -4.90959 0.67977
H 3.93311 -6.71813 -0.32114
H 2.52298 -5.68215 -0.67295
H 2.23969 -7.70336 1.14961
H 1.56880 -6.09852 1.54222

Calculated values
Net charge: +1
E_HOMO in eV: -11.258
Multiplicity: 1
Maximum force in eV Å⁻¹: 3.48
Kohn-Sham gap in eV: 9.14

No. 2
ORCA calculation (ωB97M-V/def2-TZVPD) on a 6-piece molecular cluster, C42H83Cl2O19PS overall at a distorted geometry.

Geometry (Å):
C 5.19101 4.82168 -0.95265
C 4.43886 4.57767 0.36479
C 4.04883 3.10362 0.53279
C 3.19645 2.63640 -0.67612
C 2.24539 1.54741 -0.13541
C 1.19380 1.05353 -1.16602
C 1.66642 -0.30982 -1.74527
S 3.36540 -0.30502 -2.33145
O 3.63765 0.67021 -3.34085
O 3.77855 -1.62670 -2.73966
O 1.30818 1.91859 -2.29510
C 0.09354 2.55680 -2.69017
O 0.57177 3.78352 -3.13012
C -0.38871 1.69388 -3.91015
C 0.05295 2.20494 -5.28318
C 1.55478 2.08410 -5.54127
C 2.00775 3.02963 -6.67427
O 0.93617 3.39488 -7.54144
C 1.01794 4.77390 -7.84173
C -0.75592 2.54671 -1.36458
C -0.28942 3.72225 -0.47433
C -1.25992 4.08902 0.67387
C -1.99896 5.41252 0.51088
Cl -0.25945 4.26103 2.20162
C -2.25102 2.64955 -1.72521
P -2.72330 4.01351 -2.82129
O -2.60980 3.75679 -4.25970
O -4.28025 4.24807 -2.46596
O -1.95537 5.39454 -2.48189
C -0.30218 1.20738 -0.75767
Cl -0.46600 1.07017 1.03980
C -1.13799 -0.01219 -1.17183
O -2.37432 0.09647 -0.46649
C -3.26992 -0.89674 -0.93875
C -4.43614 -0.95774 0.04155
H 5.78304 5.72818 -0.89533
H 4.47943 4.83359 -1.77112
H 5.86680 3.98581 -1.12807
H 3.50263 5.13860 0.35089
H 4.98896 4.94620 1.22724
H 3.46726 3.06067 1.45376
H 4.93780 2.48957 0.67758
H 2.65908 3.51430 -1.00976
H 3.90304 2.24571 -1.39880
H 2.89583 0.74330 0.20666
H 1.81753 1.96735 0.76654
H 1.04469 -0.70432 -2.54496
H 1.62285 -1.05633 -0.94764
H 4.12646 0.01873 -1.24866
H -0.12002 4.27496 -3.59121
H -1.45958 1.52091 -3.96238
H 0.06537 0.71506 -3.78905
H -0.30592 3.21681 -5.43120
H -0.49033 1.61351 -6.01594
H 1.77927 1.06333 -5.83245
H 2.07732 2.40856 -4.65097
H 2.44524 3.91020 -6.20590
H 2.77568 2.54795 -7.28131
H 0.75078 5.32536 -6.93601
H 2.03480 5.06680 -8.11048
H 0.36776 5.02668 -8.67105
H -0.11516 4.61782 -1.05890
H 0.65435 3.49206 -0.00314
H -1.95484 3.29772 0.91087
H -2.14815 5.90260 1.46342
H -1.40311 6.08925 -0.09452
H -2.92893 5.27946 -0.03563
H -2.59507 1.75692 -2.23196
H -2.88925 2.72268 -0.84841
H -4.62709 4.92858 -3.05788
H -2.22777 6.02408 -3.16602
H -0.65693 -0.92058 -0.81407
H -1.37792 -0.04739 -2.23478
H -3.63909 -0.62213 -1.93617
H -2.75189 -1.84534 -1.02551
H -5.11024 -1.76281 -0.21976
H -4.02446 -1.09707 1.03372
H -4.90343 0.02347 0.00715
C 2.57078 -4.11972 -4.80291
C 1.79109 -3.98794 -3.51499
O 0.47846 -3.45918 -3.77459
C -0.57154 -4.22506 -4.10806
C -0.33853 -5.65495 -4.52844
O -1.66661 -3.73597 -4.13620
H 2.10206 -4.83071 -5.48563
H 3.58664 -4.45562 -4.59868
H 2.61458 -3.15993 -5.31688
H 1.74204 -4.92672 -2.95948
H 2.29099 -3.27180 -2.87003
H -0.17958 -5.68780 -5.60527
H -1.22944 -6.22991 -4.28436
H 0.49614 -6.13226 -4.01963
C 0.90041 -0.45618 7.02625
C 1.45220 0.47562 5.96927
O 1.88903 -0.23746 4.80847
C 1.07519 -0.55964 3.79036
C -0.42030 -0.45816 3.97760
O 1.55178 -0.99341 2.77619
H 0.01221 -0.98099 6.67237
H 0.63687 0.09960 7.92610
H 1.63813 -1.21357 7.28802
H 0.74612 1.26228 5.69879
H 2.34000 0.97535 6.35432
H -0.79564 -1.40677 4.36032
H -0.86506 -0.26251 3.00523
H -0.73121 0.35132 4.63419
C -0.45759 -5.07809 4.03048
C -1.30968 -5.77264 2.98849
O -2.33813 -4.91221 2.49087
C -2.15782 -4.05970 1.46624
C -0.75455 -3.75202 1.00741
O -3.11132 -3.50088 0.99771
H 0.07346 -4.22369 3.60970
H 0.27677 -5.76859 4.44570
H -1.08297 -4.70147 4.83967
H -0.71375 -6.18162 2.17117
H -1.82936 -6.61404 3.44390
H -0.37145 -2.90453 1.57819
H -0.79527 -3.48043 -0.03713
H -0.06654 -4.59201 1.09318
C -5.05388 -4.68141 -1.55740
C -6.51330 -4.84890 -1.19402
O -7.37589 -4.49789 -2.28219
C -7.74088 -5.36016 -3.24624
C -6.99034 -6.66382 -3.39063
O -8.60354 -5.04797 -4.01715
H -4.76316 -5.35007 -2.36941
H -4.42006 -4.88737 -0.69573
H -4.85911 -3.66514 -1.89717
H -6.73742 -5.85228 -0.82848
H -6.76778 -4.16259 -0.38778
H -6.14862 -6.51681 -4.06574
H -7.66600 -7.39797 -3.82195
H -6.63682 -7.07541 -2.44792
C 5.16108 2.00809 9.67723
C 3.70644 1.75930 9.33834
O 3.38229 0.36796 9.39761
C 3.00173 -0.26713 10.52301
C 3.20849 0.40973 11.85706
O 2.57617 -1.38349 10.44516
H 5.38912 1.71250 10.70143
H 5.40507 3.06430 9.56153
H 5.80697 1.42401 9.02216
H 3.02925 2.34476 9.96176
H 3.51810 2.05938 8.30838
H 4.19519 0.15104 12.23850
H 2.45465 0.03826 12.54604
H 3.10004 1.49171 11.82414

Calculated values
Net charge: 0
E_HOMO in eV: -9.202
Multiplicity: 1
Maximum force in eV Å⁻¹: 2.15
SMILES: CCCCC[C@]1(C[SH](=O)=O)O[C@@](O)(CCCCOC)[C@@](C[C@H](C)Cl)(CP(=O)(O)O)[C@@]1(Cl)COCC.CCOC(C)=O.CCOC(C)=O.CCOC(C)=O.CCOC(C)=O.CCOC(C)=O
Kohn-Sham gap in eV: 9.36